{
  "formula": "C6H7F3N2O",
  "method": "ωB97M-V with the def2-TZVPD basis set",
  "species": ["C", "C", "C", "C", "C", "C", "N", "N", "O", "F", "F", "F", "H", "H", "H", "H", "H", "H", "H"],
  "coordinates": [[1.895, -0.146, 0.555], [2.814, -1.234, 0.407], [0.870, -0.418, -0.301], [-0.964, 1.833, 0.498], [-1.271, 0.682, -0.373], [-2.007, -0.425, 0.320], [2.370, -2.105, -0.440], [1.197, -1.575, -0.916], [-1.271, 0.743, -1.741], [-1.543, -0.722, 1.484], [-3.310, -0.081, 0.545], [-2.023, -1.567, -0.398], [2.160, 0.736, 1.147], [3.918, -1.403, 0.630], [-0.092, 2.442, 0.135], [-1.763, 2.599, 0.284], [-0.900, 1.485, 1.452], [0.552, -2.335, -1.403], [-0.633, 1.493, -1.885]],
  "atomic_forces_ev_per_a": [[1.7, 0.6, 0.8], [1.9, 0.5, -0.1], [-2.6, 0.9, 0.7], [-0.5, 2.8, -4.2], [4.7, -2.0, -1.2], [-1.8, -1.2, -1.6], [-0.9, -0.6, -1.5], [-1.8, -3.3, -0.9], [-0.4, 1.6, 1.6], [1.2, 0.0, 1.7], [0.1, 0.3, -0.5], [-0.1, 0.4, -0.3], [-0.7, -0.3, -0.3], [-1.8, 0.6, 0.6], [-0.3, -1.1, 0.6], [0.1, -0.7, 0.9], [0.3, -0.3, 2.8], [1.7, 2.8, 1.4], [-0.8, -1.0, -0.5]],
  "de_lowest_kcal_mol": 78.2,
  "e_tot_ev": -19511.4037,
  "homo_lumo_gap_ha": [0.3021, 0.3020]
}

=====

{
  "formula": "C6H7F3N5",
  "method": "ωB97M-V with the def2-TZVPD basis set",
  "species": ["C", "C", "C", "C", "C", "C", "N", "N", "N", "N", "N", "F", "F", "F", "H", "H", "H", "H", "H", "H", "H"],
  "coordinates": [[-0.718, -1.455, -0.083], [0.278, 1.483, -1.282], [1.163, 0.405, -0.650], [-0.487, 2.055, -0.109], [0.106, -0.195, 0.394], [0.898, -0.572, 1.656], [-1.026, -3.445, -0.729], [-0.094, -2.552, -0.471], [-2.038, -1.587, -0.285], [-2.173, -2.843, -0.720], [-0.869, 0.917, 0.744], [1.900, -1.425, 1.436], [1.571, 0.556, 2.086], [0.115, -0.980, 2.657], [0.945, 2.172, -1.836], [-0.445, 0.921, -1.889], [1.806, -0.267, -1.402], [2.088, 0.953, -0.159], [0.123, 2.630, 0.569], [-1.413, 2.676, -0.435], [-1.729, 0.551, 0.508]],
  "atomic_forces_ev_per_a": [[0.9, 0.9, -1.0], [0.8, -0.6, -0.4], [2.2, 0.2, -0.1], [-1.5, 0.7, 0.0], [-0.4, -1.1, -0.2], [0.3, 1.5, -0.4], [0.1, 0.3, -1.4], [1.8, -0.5, 1.5], [0.2, 0.8, 0.3], [-1.3, 0.0, 0.8], [3.1, -0.4, -0.2], [-0.4, -0.7, 0.1], [-0.6, -0.1, 0.5], [0.4, -0.2, -0.1], [-0.9, -0.1, 0.0], [0.1, 0.5, -0.5], [-2.4, 0.8, 1.6], [-2.1, -1.0, -0.2], [0.5, 0.9, -0.3], [1.5, -1.0, 0.7], [-2.4, -0.8, -0.7]],
  "de_lowest_kcal_mol": 0.0,
  "e_tot_ev": -21938.8595,
  "total_charge": -1,
  "homo_lumo_gap_ha": 0.3205
}

=====

{
  "formula": "C6H7FHgO5",
  "method": "ωB97M-V with the def2-TZVPD basis set",
  "species": ["O", "C", "C", "O", "O", "C", "Hg", "H", "H", "H", "H", "H", "H", "O", "O", "C", "C", "C", "H", "F"],
  "coordinates": [[-1.125, 2.340, -1.331], [0.623, -1.765, -1.519], [-1.116, 1.249, -2.117], [1.125, -2.793, -1.698], [-0.014, -0.939, -2.195], [0.211, 0.549, -2.284], [-0.636, 3.453, 0.884], [-1.471, 1.570, -3.127], [-1.956, 0.578, -1.832], [0.964, 0.784, -1.524], [0.658, 0.753, -3.261], [0.801, -1.284, 0.437], [-1.178, -1.424, 2.079], [-0.619, 0.399, 2.894], [1.268, 0.418, 1.911], [-0.343, -0.996, 2.648], [0.915, -0.911, 1.825], [0.214, 1.179, 2.300], [-0.228, -1.530, 3.599], [1.909, -1.629, 2.312]],
  "atomic_forces_ev_per_a": [[0.0, -0.3, 0.0], [0.8, -2.7, -4.1], [-0.8, 0.2, -0.8], [-0.4, 1.6, 2.5], [-0.3, 0.9, 1.3], [1.0, 0.3, 0.6], [0.3, -0.1, 0.8], [-0.1, 0.1, 0.3], [0.2, 0.0, 0.1], [-0.4, 0.2, 0.0], [-0.1, -0.6, 0.0], [0.1, 0.9, 3.1], [0.1, 0.3, 0.4], [-1.0, 0.7, -0.5], [-0.3, 1.6, -1.6], [-0.8, -0.8, -0.3], [0.8, -1.2, -1.3], [0.6, -0.8, 0.3], [0.2, 0.2, -0.3], [0.0, -0.4, -0.6]],
  "e_tot_ev": -23438.4418,
  "total_charge": 2,
  "spin_multiplicity": 3,
  "homo_lumo_gap_ha": [0.2234, 0.2850]
}

=====

{
  "formula": "C6H7FN2O2",
  "method": "ωB97M-V with the def2-TZVPD basis set",
  "species": ["C", "C", "C", "C", "C", "C", "N", "N", "O", "O", "F", "H", "H", "H", "H", "H", "H", "H"],
  "coordinates": [[-0.293, -1.038, 1.185], [0.207, -0.033, 0.379], [-1.570, -1.031, 1.746], [-2.874, 0.725, -0.109], [-0.426, 0.833, -0.448], [1.762, -0.059, 0.351], [-1.787, 0.991, -0.736], [2.102, -0.205, -1.034], [-4.034, 0.797, 0.030], [0.205, 1.637, -1.287], [-2.190, -2.066, 2.241], [0.515, -1.766, 1.447], [2.178, -0.833, 1.085], [2.140, 0.925, 0.831], [-1.779, 1.413, -1.696], [1.716, -1.134, -1.431], [3.125, -0.287, -1.110], [1.004, 1.133, -1.443]],
  "atomic_forces_ev_per_a": [[-2.9, -2.5, 3.0], [1.6, 1.7, -0.9], [1.7, 1.8, -3.0], [0.0, -2.0, 3.1], [0.0, -1.5, 1.8], [-0.9, 1.3, 2.2], [0.1, 0.9, -2.2], [1.3, -2.0, -1.5], [0.4, 0.4, -0.9], [-0.1, 1.3, -0.5], [0.0, -0.7, 0.6], [-1.3, 0.0, 0.1], [-0.7, 0.7, -1.2], [-0.3, -1.2, -1.3], [-0.8, -0.2, 0.7], [0.7, 2.0, 1.0], [-0.6, 0.2, -0.3], [1.8, -0.2, -0.8]],
  "de_lowest_kcal_mol": 79.8,
  "e_tot_ev": -16122.3970,
  "homo_lumo_gap_ha": [0.2856, 0.2526]
}